Entry from the Open Molecules 2025 dataset: one molecule with the formula C18H28N6O2 (ωB97M-V/def2-TZVPD).

Geometry (Å):
C 3.766 3.737 2.990
C 2.424 3.249 2.403
O 1.651 2.680 3.541
C 0.468 2.336 3.237
C -0.130 1.707 4.508
C 0.788 0.304 4.915
N 0.889 -0.663 3.903
C 0.003 -1.634 3.713
O -0.965 -2.048 4.734
C 0.282 -2.634 2.659
C -0.271 -1.982 1.253
C 0.451 -0.817 0.655
N 1.467 -0.028 1.035
N 1.992 0.670 0.207
C 1.407 0.114 -1.017
C 1.533 0.738 -2.231
C 0.961 0.088 -3.222
C -0.241 -0.818 -2.756
N -0.732 -1.796 -3.819
C -1.111 -1.044 -5.260
C -2.476 -0.374 -5.186
C -3.582 -1.021 -4.699
C -3.265 -1.682 -3.443
C -1.741 -2.501 -3.449
N -0.400 -1.309 -1.613
N 0.339 -0.615 -0.651
H 4.442 4.007 2.185
H 3.746 4.313 3.633
H 4.303 2.946 3.375
H 2.515 2.516 1.931
H 1.948 4.076 2.090
H 0.008 3.223 2.915
H 0.539 1.538 2.433
H -0.255 2.496 5.384
H -1.153 1.358 4.049
H 1.692 0.735 4.990
H 0.236 -0.015 5.645
H 1.428 -0.422 3.152
H -0.087 -3.427 2.622
H 1.207 -2.738 2.421
H -0.567 -2.625 0.606
H -1.263 -1.299 1.499
H 2.205 1.575 -2.318
H 0.896 0.563 -4.367
H -0.163 -0.235 -5.615
H -1.250 -1.858 -5.707
H -2.805 0.302 -6.187
H -2.357 0.612 -4.504
H -4.626 -0.712 -4.669
H -3.549 -2.058 -5.538
H -4.016 -2.574 -3.082
H -3.136 -0.900 -2.643
H -1.644 -2.875 -2.488
H -1.799 -3.177 -4.220

## Properties
LUMO = -0.134 eV
total charge = 0
relative energy (zero: lowest compared OMol25 entry of this formula, charge and spin) = 1764.37 kJ/mol
SMILES = CCOCCCNC(=O)CCc1nnc2ccc(N3CCCCC3)nn12
DFT total energy = -1181.033844 a.u.

Atom charges from the Löwdin analysis, given in e for atoms 1 to 8: C 0.02; C -0.09; O -0.14; C -0.41; C -0.05; C -0.09; N 0.09; C -0.28